# C50H150O25

A cluster of 25 separate species, C50H150O25 in total in a non-equilibrium geometry (the ωB97M-V functional and the def2-TZVPD basis, the OMol25 dataset).

Cartesian coordinates (Å):
O  -6.34421  3.75709  -0.88818
O  2.75056  -0.18547  7.87788
O  -4.48882  4.05103  -4.93291
O  -0.65973  -0.24297  -7.71752
O  -2.40011  -3.40021  -2.45328
O  -6.00915  -4.04246  3.52089
O  2.97203  2.11346  6.44657
O  2.90387  -0.78500  -2.87787
O  0.91900  3.03988  -4.79574
O  -1.77022  -6.01195  -1.40413
O  5.61021  -5.07853  -1.18316
O  -0.37667  3.12802  -2.47945
O  2.07146  -4.74177  3.21129
O  -2.98282  2.23554  -3.09109
O  4.47636  -0.49571  2.73843
O  3.02292  1.61922  -4.36834
O  3.85661  5.55459  -0.27366
O  -1.15711  7.34051  3.71854
O  -5.38406  -0.74711  5.15461
O  3.84299  -5.76364  -3.30023
O  -0.13788  -3.90079  4.77370
O  -4.30915  -1.03735  1.33398
O  -0.52520  1.38958  -0.20403
O  3.98776  -0.30764  -0.09679
O  -2.46290  0.99514  1.83350
C  -1.28753  -3.14287  -3.34066
C  3.12041  -2.16843  -3.27488
C  2.26527  -5.88316  -1.68177
C  2.48194  -1.57334  7.52352
C  -6.45092  2.88677  0.20619
C  3.12848  -1.81094  6.14177
C  2.70084  1.00120  2.95656
C  -4.47928  0.36031  -2.80945
C  -2.31737  -5.66803  0.98246
C  4.16769  1.45836  -5.20670
C  5.22795  0.34256  -0.43790
C  1.55998  3.93643  5.98575
C  2.82653  -2.35323  -4.77168
C  -0.98877  0.51446  -5.43531
C  -1.30646  -5.83529  -0.06483
C  -1.11025  -2.54212  3.08787
C  -0.34913  6.84412  2.61687
C  -4.08769  -5.22788  4.16317
C  3.39240  4.24999  -0.36453
C  -1.27642  1.80695  3.70948
C  -0.11142  5.39917  2.95816
C  -5.51447  4.52588  -4.10701
C  -1.11208  4.73774  -0.82840
C  -4.70167  -3.87040  3.95684
C  2.65045  -3.47163  1.36446
C  1.62936  2.43396  6.19758
C  -5.26315  -2.70457  -0.04679
C  0.00554  -0.10546  -6.45601
C  5.60756  -3.66681  -1.00315
C  -1.31255  -4.29406  -4.40826
C  3.02538  -3.77884  2.81741
C  -5.07875  2.48788  0.72175
C  4.67760  2.82919  -5.75515
C  4.13918  0.70739  3.39149
C  0.76595  3.67335  -6.02534
C  -3.78609  0.35071  6.47393
C  3.02998  3.95520  -1.82497
C  -0.25990  -2.57875  4.35631
C  5.36767  0.89896  -1.84328
C  6.27451  -3.41646  0.37038
C  0.16150  -0.77580  0.31940
C  -0.66715  4.46569  -2.29031
C  -2.37222  2.11395  2.66858
C  -4.33400  0.17696  5.04522
C  2.43534  -5.86406  -3.15733
C  -3.98275  -2.01639  0.38076
C  -3.08558  0.94903  -2.56445
C  -4.93240  5.55310  -3.10147
C  0.26866  0.37374  -0.67262
C  -0.62489  4.40284  -6.05550
H  3.14776  -0.72536  -1.95128
H  -0.59654  -4.11600  -5.21059
H  -4.76622  -3.25074  4.85124
H  2.63000  2.94142  -1.84426
H  1.87454  -5.03775  -3.59416
H  2.56539  4.03694  0.31280
H  -3.61325  -0.37614  1.32294
H  -5.96121  3.66051  -3.61745
H  3.97110  -5.79064  -4.25126
H  -0.63527  -3.12620  2.29962
H  -1.14867  8.30042  3.72787
H  0.44564  5.34244  3.89334
H  -0.16593  0.07769  -1.62739
H  4.21804  0.64550  4.47687
H  -0.46786  0.59496  -4.48123
H  -1.09226  -5.26880  -3.97299
H  4.17230  -1.49901  6.10659
H  7.35668  -3.54611  0.38439
H  -2.93620  1.03259  6.50282
H  4.74834  1.54768  3.05844
H  4.17658  -2.37751  -3.10494
H  1.33200  1.93615  5.27461
H  -4.58414  -0.60219  -2.30874
H  -7.19246  3.83528  -1.33084
H  4.55786  5.65883  -0.92094
H  -3.52769  -1.52391  -0.47859
H  -3.20993  -6.27299  0.82292
H  -0.36217  -3.20252  -2.76772
H  1.78480  2.62974  -4.73426
H  -3.16968  -2.65021  0.73472
H  2.68037  -1.13863  5.41012
H  5.38518  0.04603  -2.52174
H  -4.64099  0.24015  -3.88067
H  0.25255  4.97513  -2.57793
H  3.11688  -2.83240  5.76154
H  -2.09920  -2.98230  3.21558
H  2.16094  4.51189  -2.17562
H  -0.96156  4.72300  3.04854
H  4.51802  1.54202  -2.07280
H  2.90506  0.76493  -3.94657
H  0.51075  -0.57470  1.33216
H  2.03446  -6.82028  -3.49353
H  -6.14503  -2.09812  -0.25322
H  -4.28502  5.06246  -2.37465
H  2.89027  -2.22387  8.29693
H  3.99717  -4.27222  2.83488
H  -5.25856  1.01096  -2.41262
H  6.19746  1.59333  -1.97519
H  1.41722  -1.80608  7.54084
H  -5.79122  5.91911  -2.53884
H  6.10606  -2.38926  0.69380
H  1.30113  0.72215  -0.69944
H  0.38862  -1.09746  -6.21667
H  -1.82360  1.03983  1.11873
H  5.36833  1.19998  0.22029
H  0.69896  -2.07000  4.25693
H  -2.17981  -5.18579  -1.67116
H  -2.01810  -5.97469  1.98471
H  5.42628  -0.55913  2.86187
H  4.94248  0.87541  -4.70874
H  -1.71411  1.00794  4.30791
H  -7.01183  3.33796  1.02467
H  -2.32192  0.35213  -3.06309
H  2.52279  2.04556  3.21292
H  -3.53575  -0.15426  4.38101
H  6.04304  -0.35101  -0.23127
H  -0.33347  4.44293  -0.12487
H  -4.22820  -3.22992  3.21272
H  2.15730  4.27112  5.13764
H  3.93751  -0.44020  0.85268
H  -1.54886  4.79555  -2.83974
H  2.81138  -6.77871  -1.38538
H  -2.91444  0.97693  -1.48833
H  3.91842  0.84339  -6.07144
H  0.95151  2.13554  6.99731
H  -1.11639  2.69497  4.32095
H  2.65372  -4.98807  -1.19596
H  -3.22049  -3.20694  -2.91288
H  4.99563  -5.27313  -1.89451
H  -6.31372  4.92041  -4.73442
H  -4.12439  -5.83083  3.25586
H  2.07060  -5.47541  2.59212
H  -0.87858  -1.02155  0.53370
H  -2.28443  -4.29226  -4.90176
H  3.05044  -2.90585  3.46960
H  1.22324  -5.99016  -1.38038
H  0.48683  4.05280  5.83442
H  -4.02604  3.31671  -4.52277
H  -0.79605  -6.75574  0.21865
H  0.61386  7.35322  2.57725
H  1.58364  4.37562  -6.18750
H  3.93102  4.04167  -2.43222
H  -2.02147  4.16922  -0.63371
H  2.55917  -2.87185  -2.65980
H  -4.36088  3.29416  0.87235
H  -0.62771  1.99844  -0.93915
H  3.36579  -2.78818  0.90698
H  -0.60125  -5.00480  -0.09749
H  -6.38386  -3.17714  3.34090
H  -0.88042  6.96061  1.67228
H  2.98288  -0.19951  8.80924
H  -4.36269  6.34095  -3.59425
H  -4.53938  0.84828  7.08473
H  -4.57263  1.77568  0.07004
H  -3.07567  -5.05469  4.52911
H  0.41463  4.91494  2.13542
H  -2.61000  -4.61895  1.02608
H  0.65573  -1.62708  -0.14874
H  4.55254  -3.40312  -1.07719
H  -1.47407  1.44468  -5.73075
H  -3.35056  2.21879  3.13758
H  -1.34736  -2.16328  -3.81491
H  -5.05863  -3.25053  -0.96776
H  -0.67152  5.21285  -5.32762
H  0.02639  -0.47124  -8.34898
H  -1.80110  -0.17258  -5.19826
H  0.82607  3.00772  -6.88640
H  3.06109  1.24476  6.84536
H  1.81386  4.50263  6.88189
H  1.64605  -3.10114  1.15952
H  -6.94382  1.94876  -0.04933
H  -2.07915  2.50987  -2.91867
H  2.76489  -4.35962  0.74279
H  0.91947  0.48520  -6.51891
H  4.16377  3.54369  -0.05758
H  -3.41895  -0.55801  6.95094
H  -5.85378  -0.79545  4.31877
H  2.78999  -3.40323  -5.06195
H  -0.75975  -2.03970  5.16109
H  5.26366  3.43481  -5.06388
H  2.54053  1.02344  1.87864
H  -0.06840  3.07199  -3.38688
H  0.62842  -4.27205  4.33035
H  3.66090  -1.86557  -5.27577
H  -2.12080  2.96655  2.03775
H  5.27404  2.74600  -6.66369
H  -1.22681  -1.53914  2.67731
H  -0.73594  4.83807  -7.04865
H  -1.34743  5.79200  -0.68268
H  -0.33163  1.54380  3.23386
H  6.10503  -3.17724  -1.84038
H  -4.65031  -5.93989  4.76699
H  3.88650  3.50260  -6.08496
H  -4.70216  1.14489  4.70512
H  -1.45387  3.70085  -5.96550
H  5.76091  -4.02714  1.11294
H  1.98032  0.42548  3.53751
H  -5.62716  -3.33736  0.76265
H  1.86013  -1.86999  -4.91539
H  -5.19441  1.95894  1.66776

Summary:
Multiplicity: 1
HOMO energy (eV): -9.35
Lowest unoccupied orbital energy (eV): 0.15
HOMO-LUMO gap (eV): 9.49

Here are the Löwdin charges for atoms 1 to 99, given in e:
1. O -0.07
2. O -0.10
3. O -0.10
4. O -0.08
5. O -0.11
6. O -0.08
7. O -0.09
8. O -0.10
9. O -0.11
10. O -0.08
11. O -0.09
12. O -0.11
13. O -0.09
14. O -0.07
15. O -0.09
16. O -0.10
17. O -0.06
18. O -0.09
19. O -0.07
20. O -0.08
21. O -0.07
22. O -0.08
23. O -0.09
24. O -0.10
25. O -0.12
26. C -0.24
27. C -0.26
28. C -0.08
29. C -0.23
30. C -0.32
31. C -0.07
32. C -0.07
33. C -0.04
34. C -0.10
35. C -0.26
36. C -0.28
37. C -0.08
38. C -0.04
39. C -0.06
40. C -0.34
41. C -0.06
42. C -0.28
43. C -0.07
44. C -0.33
45. C -0.05
46. C -0.09
47. C -0.32
48. C -0.04
49. C -0.35
50. C -0.06
51. C -0.34
52. C -0.06
53. C -0.29
54. C -0.30
55. C -0.06
56. C -0.26
57. C -0.08
58. C -0.05
59. C -0.28
60. C -0.29
61. C -0.07
62. C -0.07
63. C -0.32
64. C -0.07
65. C -0.05
66. C -0.06
67. C -0.30
68. C -0.29
69. C -0.32
70. C -0.31
71. C -0.33
72. C -0.32
73. C -0.08
74. C -0.31
75. C -0.04
76. H 0.04
77. H 0.06
78. H 0.10
79. H 0.06
80. H 0.09
81. H 0.11
82. H 0.02
83. H 0.09
84. H 0.10
85. H 0.06
86. H 0.07
87. H 0.05
88. H 0.11
89. H 0.10
90. H 0.06
91. H 0.06
92. H 0.08
93. H 0.08
94. H 0.06
95. H 0.12
96. H 0.09
97. H 0.07
98. H 0.06
99. H 0.09